[1]
Formula: C15H52O11
Source: OMol25
Level of theory: the ωB97M-V functional and the def2-TZVPD basis

XYZ file:
```
78
C15H52O11 (the ωB97M-V functional and the def2-TZVPD basis)
O -0.275 -0.431 -1.648
C -0.221 -1.164 0.680
C 3.739 -3.287 3.421
C 2.398 -2.779 -1.258
H 0.476 -1.978 0.491
H 3.340 -3.278 -1.477
H 3.456 1.309 0.626
H 4.632 0.484 1.661
H -1.887 2.998 -1.898
C -2.008 3.687 -2.733
H -4.910 -0.614 -1.895
O -2.846 -4.698 -0.320
H -0.683 2.596 0.916
O 2.406 3.925 0.891
C 3.847 1.244 1.643
C 0.878 0.773 -4.637
C -2.663 -5.325 -2.612
H 2.465 3.098 1.393
H 4.619 -2.681 3.224
C -0.089 0.023 -0.302
H 1.780 4.398 -0.972
H 0.003 1.840 5.701
O 1.797 1.868 2.664
H 1.559 -3.477 -1.273
H -3.031 -6.323 -2.379
H -1.142 -5.308 -1.098
H 1.425 -0.160 -4.495
O 2.704 -2.936 2.470
O -2.975 -0.176 -2.366
H 4.352 2.203 1.759
H -0.745 0.864 -0.076
H -1.234 -0.416 -1.774
H 1.240 -1.531 -2.269
O 0.137 1.566 4.790
H -1.631 -3.730 -1.785
C -1.988 -4.695 -1.418
H 0.403 0.899 -2.751
C -2.800 2.896 1.545
H -2.859 1.903 1.997
H -2.082 -5.248 -3.534
H -3.505 -4.772 -3.040
H 0.930 0.412 -0.297
H -3.853 -0.112 -0.528
H 2.604 2.838 -0.899
H 1.423 1.412 -5.329
O 2.103 -1.942 -2.391
H 1.147 1.677 3.354
H 2.495 -2.158 -0.368
H 3.413 -3.227 4.461
H -0.099 0.508 -5.050
H -2.519 4.579 -2.368
H 0.527 -0.350 4.334
H -3.418 3.616 2.081
H 3.276 0.888 3.664
H 2.365 -0.159 2.465
H -1.217 -1.608 0.740
H -3.196 -0.437 -3.263
H -1.327 4.223 0.767
H -2.702 3.305 -3.486
C 1.935 3.514 -0.356
H -0.790 3.451 2.326
C -1.337 3.329 1.389
H -0.020 -0.835 1.702
H -3.762 -1.708 -1.145
H 1.025 2.916 -0.266
H 3.981 -4.351 3.384
H -0.228 3.296 -3.473
H -1.130 0.277 3.839
H -3.281 1.990 -0.118
O -0.747 4.085 -3.272
H -0.810 -0.256 5.477
H -2.892 -3.793 0.000
O -3.364 2.871 0.253
C -3.911 -0.672 -1.462
C 2.813 0.811 2.679
H 2.230 -3.703 2.141
C -0.359 0.223 4.608
O 0.613 1.523 -3.459
```

For the HOMO energy, the calculation gives -9.2 eV. The structure (SMILES) is CCO.CCO.CCO.CCO.CO.CO.CO.CO.CO.CO.CO. The calculation puts the relative energy (zero: lowest compared OMol25 entry of this formula, charge and spin) at 5.195 eV. As for the lowest unoccupied orbital energy: 0.07 eV. The orbital gap comes out at 9.234 eV.

Löwdin population analysis, charges in e, atoms 1 to 5: atom 1 (O): -0.120, atom 2 (C): -0.041, atom 3 (C): -0.133, atom 4 (C): -0.137, atom 5 (H): 0.048

***

[2]
Formula: C15H54N18O12
Source: OMol25
Level of theory: the ωB97M-V functional and the def2-TZVPD basis

XYZ file:
```
99
C15H54N18O12 (the ωB97M-V functional and the def2-TZVPD basis)
O -28.756 10.812 10.367
N -21.182 11.917 16.040
H -16.029 18.469 17.354
H -21.834 16.376 6.050
H -16.789 15.066 15.816
O -20.236 11.571 18.063
N -21.235 23.050 12.088
C -17.449 17.490 15.268
C -26.062 17.219 14.296
H -13.940 20.514 10.272
C -21.074 17.063 6.423
H -26.528 16.951 12.347
H -26.009 10.088 11.483
O -22.997 21.892 11.437
H -14.189 7.566 6.030
H -21.382 6.748 9.950
C -20.001 16.177 7.065
N -25.696 18.154 15.038
H -18.270 9.104 10.800
H -12.584 13.835 8.012
N -18.816 8.294 10.544
H -12.927 14.528 6.379
H -21.153 20.533 10.498
O -15.991 15.595 15.747
O -15.316 7.847 3.833
O -25.701 18.183 -0.227
O -10.599 12.837 7.652
H -16.237 16.950 2.425
N -15.726 9.927 4.633
H -19.938 21.565 11.399
H -19.737 10.016 15.455
C -20.297 11.354 16.842
N -19.440 10.627 16.202
N -12.835 22.692 12.064
H -11.481 13.856 4.752
H -18.372 7.389 10.482
C -15.923 17.389 17.246
H -27.578 9.560 12.106
O -14.866 22.650 11.233
C -20.683 15.526 8.204
H -22.979 16.875 -0.994
H -23.833 18.203 -1.814
N -11.054 13.258 5.446
H -14.921 17.161 17.610
H -10.635 12.391 5.140
C -11.214 13.412 6.744
H -20.015 14.892 8.788
O -15.697 16.756 3.191
C -27.575 10.632 10.394
H -19.742 6.367 9.771
H -18.658 10.285 16.742
C -24.828 17.339 -0.374
N -20.434 7.092 9.895
H -21.480 17.923 6.955
H -21.145 11.665 15.063
N -20.864 21.277 11.116
H -25.795 15.873 0.581
N -13.334 21.052 10.875
N -12.336 14.078 7.064
H -18.134 17.172 16.054
H -21.796 23.856 12.324
H -24.184 15.497 0.043
O -26.513 16.142 14.795
H -25.432 19.010 14.573
H -26.924 11.402 8.679
H -15.338 17.411 15.206
C -16.142 16.980 15.802
C -15.275 8.674 4.741
H -16.137 10.282 3.782
H -13.063 23.414 12.733
H -16.728 16.965 17.846
H -21.119 16.220 8.923
C -13.753 22.164 11.335
H -25.640 18.323 12.669
H -20.281 23.145 11.771
O -19.073 17.166 7.399
O -20.971 8.954 10.976
N -26.087 17.509 13.064
H -14.592 9.209 6.598
H -25.745 10.535 9.733
N -27.002 9.942 11.370
N -24.942 16.160 0.123
H -14.798 16.794 2.866
H -21.974 12.441 16.384
H -17.507 17.113 14.246
H -18.671 17.351 6.547
H -11.866 22.511 11.844
H -26.034 18.130 15.989
H -19.663 15.446 6.330
C -21.800 22.031 11.536
C -20.144 8.162 10.531
N -26.665 10.885 9.507
H -20.721 17.361 5.435
H -17.330 18.567 15.150
H -21.520 14.938 7.829
N -14.641 8.463 5.918
N -23.814 17.407 -1.192
H -15.621 10.542 5.428
H -12.334 20.949 10.974
```

For the HOMO energy, the calculation gives -9.1 eV. The structure (SMILES) is NC(N)=O.NC(N)=O.NC(N)=O.NC(N)=O.NC(N)=O.NC(N)=O.NC(N)=O.NC(N)=O.NC(N)=O.CC(C)O.CC(C)O.O. The calculation puts the relative energy (zero: lowest compared OMol25 entry of this formula, charge and spin) at 8.186 eV. As for the lowest unoccupied orbital energy: -0.41 eV. The orbital gap comes out at 8.704 eV.

Löwdin population analysis, charges in e, atoms 1 to 5: atom 1 (O): 0.058, atom 2 (N): 0.159, atom 3 (H): 0.075, atom 4 (H): 0.072, atom 5 (H): 0.093

***

[3]
Formula: C15H56N4O13
Source: OMol25
Level of theory: the ωB97M-V functional and the def2-TZVPD basis

XYZ file:
```
88
C15H56N4O13 (the ωB97M-V functional and the def2-TZVPD basis)
H 1.050 2.966 0.234
O 1.731 4.216 1.847
H 1.125 6.424 -1.946
N 2.408 -4.695 -1.737
H -3.835 2.840 1.966
H -0.021 1.212 -0.617
H 2.227 -2.420 -3.940
H -1.378 -2.882 -2.333
H 1.733 0.755 3.216
H -1.893 -1.810 0.851
H 0.281 2.857 1.806
N 0.739 -3.975 -0.497
H -0.383 -4.216 -2.888
H 0.134 4.259 -2.915
C 3.363 0.025 -2.149
H -0.683 6.364 -1.782
N 1.499 -3.080 -3.646
H 0.317 -0.734 -1.446
O 3.535 0.135 2.883
O -3.552 3.497 1.331
H -6.121 -1.398 1.892
C 2.184 -0.099 2.706
H 1.327 -3.863 -4.321
C 0.487 -2.395 -3.152
H -2.343 2.339 -0.039
H 0.253 1.138 5.337
H 0.199 -3.487 -1.247
H 2.243 -2.609 -0.363
H -0.378 0.551 1.015
O 2.158 -5.533 0.489
H -1.616 3.762 0.738
C -2.342 2.974 0.860
H -1.496 0.191 -0.407
H 3.497 -1.080 -1.979
O 0.428 -0.619 -0.495
H -1.967 0.985 3.464
H 4.248 -3.421 -0.046
H 2.697 0.127 -2.934
H -3.456 -0.275 1.934
H 3.676 -3.356 1.484
H -2.196 2.822 -2.518
O 0.345 -0.941 -3.194
H -4.627 0.837 1.367
C -0.483 0.398 -0.091
C -2.469 0.923 -3.123
H -0.679 -0.113 3.763
C 1.753 -4.799 -0.586
H -2.708 0.153 -2.373
H 1.895 0.022 1.609
H 0.309 -1.960 0.946
H -1.835 0.360 -3.824
H -5.599 -1.322 0.220
C -5.300 -1.332 1.233
H -0.474 3.821 -1.288
H 2.006 2.256 1.409
C 0.324 4.416 -1.856
O 0.487 5.945 -0.134
O -0.131 -2.465 1.622
H 2.626 -0.197 -0.418
O -0.604 1.471 5.074
C -0.894 0.891 3.813
H 1.286 3.958 -1.669
H 1.706 4.080 2.783
H -0.173 1.400 3.158
H -3.755 -0.188 0.279
H 1.713 -1.009 3.113
H 3.780 0.966 2.480
O -1.688 1.977 -2.670
H -3.918 -2.543 0.735
H -3.397 1.224 -3.714
H 0.354 -3.928 0.459
H -1.907 2.467 1.772
O 2.988 0.548 -0.880
H -1.684 -3.474 0.663
C -4.305 -0.176 1.219
C 1.208 3.032 1.270
H 2.024 -4.078 -2.504
H 4.362 0.231 -2.426
C 3.883 -2.688 0.674
O 2.771 -1.996 0.111
O -4.477 -2.444 1.468
C 0.259 5.873 -1.519
H 4.533 -1.887 1.162
H 1.425 5.968 0.042
N -0.454 -3.217 -2.631
H -2.086 -2.945 2.302
H 3.195 -5.341 -1.843
C -1.506 -2.699 1.356
```

For the HOMO energy, the calculation gives -9.3 eV. The calculation puts the relative energy (zero: lowest compared OMol25 entry of this formula, charge and spin) at 3.130 eV. As for the lowest unoccupied orbital energy: -1.00 eV. The orbital gap comes out at 8.294 eV.

Löwdin population analysis, charges in e, atoms 1 to 5: atom 1 (H): 0.030, atom 2 (O): -0.096, atom 3 (H): 0.120, atom 4 (N): 0.145, atom 5 (H): 0.053

***

[4]
Formula: C15H58N12O14
Source: OMol25
Level of theory: the ωB97M-V functional and the def2-TZVPD basis

XYZ file:
```
99
C15H58N12O14 (the ωB97M-V functional and the def2-TZVPD basis)
C 1.065 -4.615 1.794
H -0.324 2.184 -0.024
N 2.465 3.075 0.746
O -3.676 1.752 2.241
N -1.260 -3.108 -4.901
H 2.802 2.304 -2.326
H -1.834 -1.738 2.587
H 3.450 3.084 0.315
C 4.090 -0.012 0.152
H -0.810 3.543 -3.107
C 1.744 -1.676 4.305
O -0.853 3.900 -1.212
H 3.401 0.250 -0.662
C -1.449 -2.363 -3.829
O -2.412 -2.617 -2.841
H -3.933 -1.183 2.682
H 3.245 -2.641 3.282
H -5.722 0.340 -0.480
H -1.860 2.276 -4.830
H 1.111 -0.660 1.249
C 1.841 3.953 1.470
H 5.346 -0.553 -1.047
C -1.505 3.524 -2.338
H 1.726 2.384 -3.762
H 0.261 -1.374 -4.296
H 2.093 5.095 2.911
C -3.757 -0.066 -0.819
H -3.827 0.004 -1.886
O 5.072 -0.888 -0.183
N 1.021 -1.512 3.193
H 1.296 2.330 -2.045
H 3.587 4.504 2.098
O -1.397 0.488 -5.781
H 0.752 -1.711 -0.077
H -2.534 -3.545 0.779
H -2.340 4.181 -2.671
H 2.695 -2.167 -1.191
H -0.209 2.001 -5.075
H 1.064 -2.235 2.520
H -1.544 0.584 3.851
O -0.661 0.116 -1.422
H 1.849 2.280 0.470
H -1.507 -2.231 -0.096
H 0.554 1.053 4.700
O 0.506 4.041 1.616
N 1.280 -4.722 3.098
C 1.911 -2.512 -1.861
H -2.323 3.356 -0.192
O -0.800 0.556 3.264
H 1.133 1.409 3.034
H 3.183 -2.670 5.097
O 1.876 0.585 -2.852
C 0.192 1.432 3.701
N 0.037 1.347 0.452
H 1.633 -1.742 -2.541
H 0.156 1.388 1.519
H -0.703 -2.767 -5.641
C -1.837 -2.703 0.790
H -1.924 -3.932 -5.015
H -3.735 -1.133 -0.537
N -0.607 -1.359 -3.735
C 1.925 2.008 -2.818
H 0.228 -3.206 -2.107
H -0.355 4.624 -1.436
H -2.725 0.282 -0.524
O -3.753 -1.816 2.011
H -1.724 -0.193 -5.255
N 2.669 -2.547 4.175
H 2.577 -3.286 1.463
H 3.457 -0.572 0.846
N -2.201 3.526 2.291
N 1.619 -3.630 1.240
O 0.723 -2.888 -1.350
H 4.483 0.833 0.675
H 1.711 -3.993 3.743
H -1.978 3.292 3.286
H 1.434 0.259 -2.099
H 0.421 -5.291 3.486
C 0.092 0.237 -0.233
H -0.954 0.940 -3.949
O 1.470 -1.050 5.511
H -0.667 -0.777 -2.884
N 0.771 -0.734 0.280
N -3.138 2.873 0.337
C -1.111 1.472 -4.869
H 0.281 -0.839 3.290
H -2.248 -0.580 1.306
C -2.951 2.681 1.620
N 2.614 4.735 2.082
O -4.854 0.598 -0.174
O 0.141 -5.419 1.211
H 1.176 -3.542 0.337
H -1.415 4.059 1.874
H -0.203 2.381 3.975
H -3.691 2.174 -0.222
H 2.275 -3.266 -2.506
H -1.037 -3.128 1.309
H -1.834 2.475 -2.252
C -2.367 -1.587 1.670
```

For the HOMO energy, the calculation gives -8.3 eV. The calculation puts the relative energy (zero: lowest compared OMol25 entry of this formula, charge and spin) at 14.167 eV. As for the lowest unoccupied orbital energy: -0.47 eV. The orbital gap comes out at 7.791 eV.

Löwdin population analysis, charges in e, atoms 1 to 5: atom 1 (C): -0.695, atom 2 (H): 0.090, atom 3 (N): 0.159, atom 4 (O): -0.093, atom 5 (N): 0.153

***

[5]
Formula: C15H5F5IrN2O3S4
Source: OMol25
Level of theory: the ωB97M-V functional and the def2-TZVPD basis

XYZ file:
```
35
C15H5F5IrN2O3S4 (the ωB97M-V functional and the def2-TZVPD basis)
S 1.210 -1.423 0.004
F -0.562 1.713 -5.493
C 3.207 0.001 1.221
Ir -0.972 -1.475 0.534
O -2.543 -3.139 0.596
C 1.270 -0.522 2.567
C 1.890 0.056 3.670
C -0.681 1.502 -4.177
C 3.772 1.200 4.709
O -2.056 -1.896 -1.363
F 1.607 1.963 -3.875
H 3.712 -0.009 0.264
H -4.017 -0.692 0.072
C 1.946 -0.569 1.340
H -5.048 -2.110 0.449
S -0.321 -1.230 2.687
F 1.377 1.596 -1.238
H 1.381 0.079 4.625
C -0.929 1.055 -1.413
C -1.911 1.183 -3.633
F -2.984 1.087 -4.428
S -3.117 -2.725 -0.718
H -5.019 -1.432 -1.207
N 6.157 1.656 2.045
C -4.440 -1.620 -0.307
C 5.119 1.178 2.172
O -3.646 -3.772 -1.536
C 3.822 0.587 2.319
S -1.097 0.782 0.326
C 3.158 0.609 3.557
F -3.241 0.699 -1.797
C 0.289 1.412 -1.989
C 0.422 1.624 -3.350
C -2.021 0.971 -2.270
N 4.266 1.661 5.639
```

For the HOMO energy (spin up / spin down), the calculation gives -4.9 / -4.9 eV. The calculation puts the relative energy (zero: lowest compared OMol25 entry of this formula, charge and spin) at 0.000 eV. As for the lowest unoccupied orbital energy (spin up / spin down): 1.79 / 1.79 eV. The orbital gap (spin up / spin down) comes out at 6.716 / 6.716 eV. As for the total charge: -1.

Löwdin population analysis, charges in e, atoms 1 to 5: atom 1 (S): 0.617, atom 2 (F): 0.117, atom 3 (C): -0.051, atom 4 (Ir): 0.518, atom 5 (O): -0.441